[1]
Computed, not measured: a structure of composition C20H43N2OP3Ru at a distorted geometry, with ωB97M-V/def2-TZVPD.

F_max ... 4.06 eV/Å
Energy relative to the best compared isomer or geometry (same formula, charge and spin) ... 0.000 eV
HOMO energy (spin up / spin down) ... -19.75 / -20.64 eV
Total energy ... -2089.9877 Eh
Orbital gap (spin up / spin down) ... 0.305 / 0.216 Ha
Multiplicity ... 5
Charge ... +4

Geometry (Å):
Ru1 -0.116 -0.817 0.070
P1 0.197 -2.965 -0.540
P2 1.873 -0.053 0.776
P3 -0.221 -0.159 -2.109
H1 -1.994 0.580 1.496
C1 -1.991 0.256 0.448
C2 -2.321 -1.102 0.127
H2 -2.613 -1.789 0.933
C3 -0.098 -4.304 0.664
C4 1.892 -3.337 -1.111
C5 -0.881 -3.545 -1.908
C6 1.556 1.542 1.579
C7 2.715 -1.003 2.075
C8 3.161 0.239 -0.472
C9 -1.820 -0.351 -2.984
C10 1.023 -0.737 -3.317
C11 -0.048 1.639 -2.141
H3 -2.238 1.042 -0.267
H4 -2.792 -1.319 -0.834
H5 -1.129 -4.272 1.037
H6 0.586 -4.216 1.516
H7 0.075 -5.268 0.166
H8 2.616 -3.021 -0.351
H9 2.116 -2.809 -2.043
H10 1.988 -4.420 -1.269
H11 -1.923 -3.296 -1.683
H12 -0.792 -4.636 -2.003
H13 -0.622 -3.085 -2.865
H14 2.466 1.922 2.060
H15 0.771 1.425 2.332
H16 1.195 2.240 0.820
H17 3.629 -0.480 2.388
H18 2.969 -2.003 1.708
H19 2.028 -1.091 2.926
H20 4.087 0.566 0.020
H21 2.842 1.010 -1.182
H22 3.357 -0.698 -1.008
H23 -1.736 0.136 -3.963
H24 -2.621 0.125 -2.410
H25 -2.062 -1.409 -3.124
H26 0.934 -0.145 -4.239
H27 0.866 -1.794 -3.563
H28 2.030 -0.604 -2.904
H29 -0.310 2.055 -3.121
H30 0.973 1.936 -1.890
H31 -0.712 2.056 -1.377
C12 0.345 4.906 -0.993
C13 0.770 6.095 -0.363
C14 0.043 7.258 -0.602
C15 -1.073 7.250 -1.448
C16 -1.432 6.075 -2.123
C17 -0.700 4.898 -1.921
O1 0.897 3.698 -0.645
H32 1.567 3.822 0.053
H33 1.636 6.067 0.304
H34 0.339 8.190 -0.117
H35 -1.657 8.165 -1.590
H36 -2.287 6.056 -2.802
H37 -0.942 3.976 -2.447
C18 -2.814 -2.941 3.971
N1 -1.375 -2.615 3.957
C19 -0.560 -3.033 5.105
C20 -0.834 -1.986 2.958
N2 -0.223 -1.432 2.114
H38 -3.036 -3.461 4.904
H39 -3.079 -3.585 3.121
H40 -3.415 -2.025 3.898
H41 0.243 -3.720 4.797
H42 -0.098 -2.159 5.589
H43 -1.220 -3.540 5.812

Results of the Löwdin charge analysis, in e, for atoms 1 through 4:
1. Ru 0.74
2. P 0.72
3. P 0.71
4. P 0.73

[2]
Computed, not measured: a cluster of 3 separate species, C20H43N4O6P in total, with ωB97M-V/def2-TZVPD.

F_max ... 0.71 eV/Å
Energy relative to the best compared isomer or geometry (same formula, charge and spin) ... 0.000 eV
HOMO energy (spin up / spin down) ... -8.17 / -8.73 eV
Total energy ... -1799.4333 Eh
Orbital gap (spin up / spin down) ... 0.324 / 0.339 Ha
Multiplicity ... 3
Charge ... 0

Geometry (Å):
N1 -1.662 4.766 -4.021
P1 -2.825 3.904 -4.546
N2 -3.529 2.764 -3.508
C1 -4.848 2.288 -3.766
O1 -5.663 2.173 -2.913
O2 -5.053 1.898 -5.072
C2 -5.961 2.590 -5.918
O3 -7.218 2.740 -5.314
O4 -7.479 4.148 -5.163
H1 -1.398 4.611 -3.056
H2 -2.525 3.202 -5.731
H3 -3.990 4.584 -4.956
H4 -2.884 1.970 -3.413
H5 -6.042 1.959 -6.805
H6 -5.577 3.582 -6.172
H7 -8.202 4.250 -5.797
C3 0.820 -1.944 -1.849
C4 0.380 -0.472 -1.832
C5 0.537 0.127 -0.431
C6 -0.488 -0.395 0.573
C7 -1.914 -0.211 0.060
C8 -2.143 -0.815 -1.331
N3 -1.056 -0.314 -2.247
O5 -1.313 0.795 -2.819
C9 -2.166 -2.344 -1.277
C10 -3.475 -0.337 -1.894
C11 1.240 0.288 -2.836
H8 1.896 -1.982 -2.012
H9 0.621 -2.463 -0.914
H10 0.336 -2.491 -2.658
H11 0.446 1.216 -0.501
H12 1.550 -0.087 -0.080
H13 -0.297 -1.447 0.807
H14 -0.371 0.149 1.513
H15 -2.639 -0.656 0.746
H16 -2.137 0.859 0.008
H17 -2.168 -2.765 -2.284
H18 -3.085 -2.653 -0.778
H19 -1.337 -2.776 -0.726
H20 -3.575 0.741 -1.826
H21 -4.293 -0.784 -1.328
H22 -3.580 -0.641 -2.939
H23 1.087 -0.094 -3.847
H24 2.286 0.147 -2.562
H25 1.017 1.351 -2.837
C12 5.127 -0.518 5.070
C13 4.071 0.050 4.112
C14 2.759 0.351 4.846
C15 1.981 -0.900 5.248
C16 1.743 -1.811 4.046
C17 3.030 -2.179 3.296
N4 3.763 -0.902 2.988
O6 3.350 -0.329 1.927
C18 3.886 -3.153 4.107
C19 2.692 -2.850 1.969
C20 4.633 1.325 3.492
H26 5.653 0.311 5.542
H27 4.706 -1.125 5.867
H28 5.862 -1.117 4.531
H29 2.133 0.966 4.192
H30 2.995 0.957 5.725
H31 2.502 -1.441 6.042
H32 1.018 -0.602 5.667
H33 1.254 -2.739 4.355
H34 1.068 -1.311 3.345
H35 4.865 -3.282 3.642
H36 3.386 -4.122 4.118
H37 4.033 -2.854 5.140
H38 2.012 -2.246 1.374
H39 2.219 -3.812 2.179
H40 3.594 -3.026 1.382
H41 5.529 1.110 2.910
H42 4.896 2.011 4.299
H43 3.911 1.808 2.840

Results of the Löwdin charge analysis, in e, for atoms 1 through 4:
1. N -0.29
2. P 0.63
3. N -0.09
4. C -0.57

[3]
Computed, not measured: a cluster of 6 separate species, C20H44B4FNO19 in total at a distorted geometry, with ωB97M-V/def2-TZVPD.

F_max ... 1.01 eV/Å
HOMO energy ... -9.27 eV
Total energy ... -2472.4186 Eh
Orbital gap ... 0.358 Ha
Charge ... 0

Geometry (Å):
C1 -1.993 -3.452 0.214
C2 -1.312 -2.806 -0.987
F1 -2.228 -1.973 -1.656
C3 -0.719 -3.770 -2.030
B1 0.654 -3.177 -2.486
O1 1.793 -3.283 -1.691
B2 2.642 -2.191 -1.668
O2 2.568 -1.234 -2.651
B3 1.333 -1.133 -3.290
B4 0.415 0.309 -3.514
O3 -0.323 0.435 -4.692
N1 0.412 1.354 -2.554
C4 -0.513 2.459 -2.818
C5 0.309 0.921 -1.157
O4 0.729 -2.358 -3.603
H1 -3.057 -3.213 0.207
H2 -1.899 -4.537 0.185
H3 -1.556 -3.105 1.149
H4 -0.538 -2.121 -0.622
H5 -1.388 -3.782 -2.893
H6 -0.651 -4.787 -1.642
H7 3.404 -2.032 -0.769
H8 -0.979 -0.269 -4.799
H9 -1.552 2.122 -2.904
H10 -0.457 3.178 -1.999
H11 -0.233 2.970 -3.737
H12 0.455 1.776 -0.494
H13 1.063 0.182 -0.885
H14 -0.688 0.518 -0.940
C6 1.906 -1.460 5.068
O5 3.057 -0.824 4.502
C7 2.906 -0.439 3.235
O6 1.908 -0.583 2.573
O7 4.041 0.119 2.825
C8 3.997 0.604 1.477
H15 2.184 -1.710 6.087
H16 1.054 -0.784 5.062
H17 1.657 -2.363 4.513
H18 3.253 1.392 1.373
H19 3.776 -0.209 0.788
H20 4.981 1.008 1.262
C9 2.665 -4.767 1.045
O8 3.267 -5.820 1.808
C10 4.580 -5.942 1.627
O9 5.260 -5.260 0.903
O10 5.018 -6.948 2.384
C11 6.426 -7.188 2.285
H21 1.608 -4.789 1.296
H22 3.092 -3.804 1.320
H23 2.797 -4.933 -0.020
H24 6.987 -6.311 2.600
H25 6.699 -7.444 1.262
H26 6.626 -8.024 2.949
C12 -4.567 -0.081 -0.790
O11 -5.969 0.057 -0.522
C13 -6.358 -0.386 0.670
O12 -5.653 -0.904 1.497
O13 -7.666 -0.157 0.795
C14 -8.224 -0.592 2.039
H27 -4.422 0.313 -1.792
H28 -3.988 0.501 -0.074
H29 -4.260 -1.121 -0.753
H30 -7.751 -0.076 2.872
H31 -8.097 -1.667 2.160
H32 -9.279 -0.340 1.989
C15 4.965 4.188 3.811
O14 4.719 5.479 3.240
C16 4.194 5.446 2.017
O15 3.928 4.450 1.394
O16 4.014 6.697 1.600
C17 3.450 6.805 0.287
H33 5.386 4.381 4.793
H34 4.038 3.625 3.901
H35 5.672 3.629 3.201
H36 2.469 6.336 0.253
H37 4.102 6.337 -0.448
H38 3.366 7.870 0.094
C18 -6.140 3.280 -1.130
O17 -4.882 3.633 -1.721
C19 -4.960 4.072 -2.976
O18 -5.969 4.201 -3.619
O19 -3.724 4.338 -3.401
C20 -3.655 4.814 -4.750
H39 -5.899 2.937 -0.129
H40 -6.802 4.142 -1.080
H41 -6.615 2.477 -1.688
H42 -4.212 5.743 -4.856
H43 -4.053 4.071 -5.438
H44 -2.600 4.982 -4.945

Results of the Löwdin charge analysis, in e, for atoms 1 through 4:
1. C -0.01
2. C -0.34
3. F -0.04
4. C 0.01

Q: Number 2 is which compound?
A: C20H43N4O6P

Q: Which formula does entry 3 have?
A: C20H44B4FNO19

Q: What is the formula in the first record?
A: C20H43N2OP3Ru